1.
Formula: C3H7N3S2
Source: OMol25
Level of theory: ωB97M-V/def2-TZVPD

Each line ends with the Mulliken charge.
Geometry (Å):
C -0.25224 -0.56530 -0.37537  -0.558
C -0.46335 0.33953 0.83473  -0.577
C 0.94661 -0.08356 -1.18841  -0.539
N 0.74764 0.26057 1.62762  -0.331
N 2.13251 -0.00439 -0.37335  0.056
N 1.86959 0.72645 1.00315  0.054
S 3.59546 0.19692 -0.98570  -0.149
S 3.12144 1.33655 1.77744  -0.206
H -0.05500 -1.57703 -0.01904  0.287
H -1.13685 -0.57412 -1.01045  0.342
H -0.68215 1.37107 0.52209  0.313
H -1.28543 -0.02543 1.45020  0.372
H 1.16759 -0.78965 -1.99329  0.337
H 0.73036 0.88824 -1.65080  0.310
H 0.68915 0.61396 2.57513  0.288

Output
* frontier orbital gap (spin up / spin down): 8.04 / 6.97 eV
* HOMO level (spin up / spin down): -7.2063 / -8.3377 eV
* multiplicity: 3
* total charge: 0
* maximum force: 1.650 eV/A
* calculated total energy: -1079.003798 hartree

2.
Formula: C38H48BrN7OSSbTeTi
Source: OMol25
Level of theory: ωB97M-V/def2-TZVPD

Each line ends with the Mulliken charge.
Geometry (Å):
Ti 0.44219 -0.86521 0.24013  -0.820
Br -2.69160 2.68420 5.84569  -0.163
C -1.76311 1.56959 4.63838  -0.306
C -1.13016 0.42578 5.10670  -0.740
C -0.46384 -0.38873 4.21046  -0.714
C -0.44152 -0.05277 2.86455  0.004
O 0.21538 -0.88928 1.99660  0.756
C -1.07254 1.09131 2.38127  0.688
C -1.09735 1.47100 0.92762  -1.006
N 0.08664 1.00431 0.20611  1.558
C 1.14227 1.89668 -0.00041  -0.021
C 1.04736 3.25517 -0.17574  -0.479
C 2.19705 4.03831 -0.41446  -1.099
C 3.43758 3.47749 -0.48777  -1.006
C 3.57780 2.07911 -0.31893  0.937
C 4.82029 1.41509 -0.35982  -1.168
C 4.86999 0.06171 -0.16854  -1.183
C 3.67558 -0.63740 0.04307  -0.396
N 2.48784 -0.06167 0.07621  0.964
C 2.43091 1.29824 -0.08338  0.500
C -1.73271 1.90658 3.29883  -0.976
H -1.16845 0.17183 6.15610  0.457
H 0.01424 -1.30139 4.53633  0.491
H -1.16043 2.55565 0.86200  0.585
H 0.08619 3.74346 -0.13985  0.240
H 2.07743 5.10552 -0.54295  0.460
H 4.31818 4.07949 -0.66619  0.471
H 5.72324 1.98593 -0.53646  0.478
H 5.80265 -0.48316 -0.18349  0.545
H 3.70573 -1.70926 0.17485  0.524
H -2.24312 2.79839 2.95406  0.728
C 1.84955 -1.42683 -2.73513  -0.716
N 0.52729 -0.94430 -2.22672  1.845
C -0.51465 -1.80942 -2.88410  -1.344
N -0.43265 -1.78641 -4.32592  0.138
C 0.89025 -2.24947 -4.73724  -0.734
N 1.94631 -1.40266 -4.17745  0.094
C 1.72741 -0.02601 -4.63444  -0.764
N 0.41502 0.47220 -4.22400  0.184
C 0.32913 0.44087 -2.78035  -0.465
C -0.61329 -0.40685 -4.78343  -0.744
H 1.99198 -2.44875 -2.37525  0.070
H 2.62984 -0.78692 -2.32256  0.165
H -1.49523 -1.44416 -2.57694  0.443
H -0.38092 -2.83304 -2.52687  0.246
H 0.95648 -2.23090 -5.82506  0.346
H 1.03516 -3.27684 -4.39620  0.329
H 1.79854 0.00278 -5.72183  0.368
H 2.50442 0.61769 -4.21590  0.331
H -0.64829 0.79715 -2.44919  -0.021
H 1.10277 1.08759 -2.36648  -0.104
H -0.55559 -0.37998 -5.87167  0.348
H -1.59769 -0.05209 -4.47386  0.333
C 0.85472 -6.38666 1.50902  -1.302
C 0.26910 -5.02918 1.14425  -0.671
Sb 1.71015 -3.54913 0.61780  0.469
C 2.92533 -4.68869 -0.73726  -0.911
C 4.20245 -4.00961 -1.21736  -0.939
C 3.00772 -3.62444 2.32845  -0.747
C 3.08427 -2.35547 3.16627  -0.785
H 0.05971 -7.06515 1.82052  0.434
H 1.56460 -6.32711 2.33515  0.278
H 1.36265 -6.85232 0.66403  0.303
H -0.31232 -4.60530 1.96523  0.394
H -0.40938 -5.10645 0.29318  0.451
H 2.29690 -4.99389 -1.57615  0.511
H 3.17222 -5.59573 -0.18239  0.631
H 4.00741 -3.09744 -1.78376  0.119
H 4.77039 -4.67395 -1.86948  0.391
H 4.85865 -3.75148 -0.38225  0.289
H 3.99113 -3.92433 1.95941  0.460
H 2.63649 -4.45532 2.93013  0.527
H 3.40422 -1.48805 2.58600  0.114
H 3.79581 -2.48122 3.98341  0.499
H 2.11726 -2.10616 3.60187  0.023
S -1.51021 -2.26396 -0.10202  -0.238
C -2.04483 -2.48906 1.48673  0.604
N -2.40637 -2.64290 2.57096  -0.600
C -6.17929 6.34731 1.13143  -1.537
C -5.39082 5.09587 0.87192  0.582
C -4.41329 5.05182 -0.10789  -0.908
C -3.68784 3.89283 -0.37574  1.049
C -2.64272 3.96662 -1.45689  -1.919
C -3.95588 2.73925 0.37175  0.016
Te -2.99036 0.90208 -0.01718  0.484
C -4.94532 2.75921 1.37504  0.827
C -5.27307 1.56355 2.23126  -1.669
C -5.63914 3.93899 1.60218  -0.893
H -5.73924 7.20545 0.62604  0.369
H -6.22745 6.56489 2.19865  0.372
H -7.20498 6.23685 0.77505  0.329
H -4.20670 5.94223 -0.69148  0.381
H -2.93367 4.68863 -2.21898  0.580
H -2.47004 3.00485 -1.93725  0.286
H -1.69267 4.31472 -1.04623  0.274
H -4.38941 1.18710 2.75085  0.314
H -5.66755 0.73409 1.64279  0.328
H -6.02066 1.83105 2.97583  0.390
H -6.39753 3.95601 2.37674  0.384

Output
* frontier orbital gap: 6.44 eV
* HOMO level: -10.1063 eV
* total charge: +1
* maximum force: 0.454 eV/A
* calculated total energy: -6265.161127 hartree